Run i
An isolated ion of composition C4H12N2 and charge +2, computed with ωB97M-V/def2-TZVPD.

SMILES: C=C([NH3+])CC[NH3+]
Kohn-Sham gap, eV: 10.0
E_HOMO, eV: -18.19

```
! wB97M-V def2-TZVPD RIJCOSX def2/J DEFGRID3
* xyz 2 1
C 1.19399 1.20286 -1.10779
C 0.20013 1.05695 -0.21279
N -0.54081 2.28787 0.16725
C 0.14219 -0.17170 0.68582
C -0.52119 -1.29388 -0.10443
N -0.28641 -2.71671 0.36043
H 1.13956 1.74965 -2.04870
H 2.21114 0.87848 -0.89025
H -1.55265 2.29105 -0.02265
H -0.43720 2.79875 1.05680
H -0.12835 3.01243 -0.44401
H 1.19341 -0.36785 0.92607
H -0.34834 0.05975 1.62675
H -0.18111 -1.31098 -1.13717
H -1.60016 -1.15304 -0.14205
H -0.80517 -3.32553 -0.28415
H -0.70795 -2.91351 1.27213
H 0.68026 -3.04465 0.27606
*
```



Run ii
A 2-piece molecular cluster, C4H12N2 overall, computed with ωB97M-V/def2-TZVPD.

Kohn-Sham gap, eV: 8.7
E_HOMO, eV: -18.39

```
! wB97M-V def2-TZVPD RIJCOSX def2/J DEFGRID3
* xyz 2 1
C 0.20809 0.66453 -0.00198
C -1.17782 0.44058 -0.53721
C -0.94099 -1.03398 -0.28126
C -0.03033 -1.40472 0.67610
N 1.06474 -2.37268 0.39706
N 0.39993 3.13732 -0.23412
H 0.98469 0.73629 -0.75307
H 0.42666 1.13817 0.94699
H -1.12975 0.83370 -1.54786
H -2.03336 0.75100 0.06279
H -1.41523 -1.75301 -0.95767
H -0.00943 -0.97929 1.67251
H 0.69784 -3.26442 0.02919
H 1.50938 -2.63475 1.28842
H 1.80364 -2.01705 -0.21360
H 0.33134 3.83406 0.50543
H -0.26733 3.19292 -0.99636
H 1.24890 3.50924 -0.67272
*
```



Computed stability ranking, most favorable first: run i, run ii



Run i
A 2-piece molecular cluster, C7H8O3 overall, computed with ωB97M-V/def2-TZVPD.

SMILES: C#C/C(O)=C\C=C\O.C=O
Kohn-Sham gap, eV: 8.2
E_HOMO, eV: -7.90

```
! wB97M-V def2-TZVPD RIJCOSX def2/J DEFGRID3
* xyz 0 1
C -0.44505 2.27550 1.74621
C -0.35613 1.82124 0.63119
C -0.15627 1.67222 -0.72455
O 0.33001 2.77449 -1.34919
C -0.36399 0.58375 -1.48148
C -0.81855 -0.72166 -1.07709
C -1.15718 -1.19084 0.13779
O -1.69247 -2.43114 0.36356
H -0.40134 2.52897 2.72076
H 0.10712 3.54453 -0.92362
H -0.10431 0.53017 -2.59390
H -1.03049 -1.42214 -1.93718
H -1.07132 -0.61506 1.03178
H -1.81765 -2.48845 1.38707
C 2.23896 -1.75605 0.46057
O 3.15592 -1.63388 1.22494
H 1.42402 -2.47849 0.59785
H 2.15875 -0.99315 -0.21469
*
```



Run ii
C7H8O3 as an isolated structure, computed with ωB97M-V/def2-TZVPD.

Kohn-Sham gap, eV: 10.4
E_HOMO, eV: -9.96

```
! wB97M-V def2-TZVPD RIJCOSX def2/J DEFGRID3
* xyz 0 1
C -1.60106 1.56812 0.28972
C -1.26147 -2.00865 0.23097
C -0.44306 0.77773 0.98279
C -0.97386 -0.30949 0.01012
C 0.41796 0.19136 -0.10772
C 1.50158 -0.66326 0.48704
C 0.83973 0.97713 -1.35142
O -2.00555 2.65276 0.48600
O -2.14100 -2.58043 -0.33796
O -1.94912 0.56534 -0.58004
H -0.49347 -2.52864 0.79234
H -0.20421 0.62524 2.02969
H 1.89008 -1.27554 -0.28921
H 1.11460 -1.36467 1.29225
H 2.31604 -0.03853 1.00856
H 1.32822 0.20488 -2.06104
H 1.58780 1.82582 -0.91217
H 0.07678 1.38082 -1.96992
*
```



Computed stability ranking, most favorable first: run ii, run i



Run i
One molecule with the formula C5H9P, computed with ωB97M-V/def2-TZVPD.

SMILES: CP1C=CCC1
Kohn-Sham gap, eV: 10.1
E_HOMO, eV: -8.91

```
! wB97M-V def2-TZVPD RIJCOSX def2/J DEFGRID3
* xyz 0 1
C 1.85367 0.23510 1.00018
P 1.34777 -0.58737 -0.57368
C -0.35488 -1.58531 0.32179
C -1.40997 -0.81883 0.25533
C -1.35224 0.49653 -0.48816
C 0.05874 0.62423 -1.14524
H 0.89179 0.71311 1.50987
H 2.66911 1.12884 0.79710
H 2.45262 -0.42478 1.54622
H -0.34581 -2.67308 0.63171
H -2.50355 -1.08219 0.55570
H -2.01758 0.46548 -1.28470
H -1.64635 1.30118 0.17807
H 0.05415 0.46674 -2.14070
H 0.30253 1.74037 -1.16349
*
```



Run ii
A 2-piece molecular cluster, C5H9P overall, computed with ωB97M-V/def2-TZVPD.

Kohn-Sham gap, eV: 8.9
E_HOMO, eV: -8.24

```
! wB97M-V def2-TZVPD RIJCOSX def2/J DEFGRID3
* xyz 0 1
C -0.34297 0.76746 -0.08140
C -0.36627 0.82737 1.20476
C 0.27334 -1.35048 -0.87856
C -0.69395 2.01146 2.04095
C 0.82316 -1.21268 -2.21415
P -0.36498 -2.26226 0.29407
H -0.19428 1.37850 -0.90623
H -0.03623 -0.02060 1.70830
H -0.54317 2.99025 1.46107
H -1.70807 2.00183 2.43874
H 0.06248 1.87673 2.89139
H 1.84494 -1.57978 -2.16033
H 0.89461 -0.15657 -2.55807
H 0.41501 -1.75292 -3.05841
H -0.06362 -3.51833 -0.18214
*
```



Computed stability ranking, most favorable first: run i, run ii